Entry 1:
ORCA calculation (the ωB97M-V functional and the def2-TZVPD basis) on one molecule with the formula C5H9N3.

Positions of all 17 atoms, in Å:
C 1.8838 -0.4851 0.4887
C 0.8133 0.1924 0.0951
C 0.8635 1.6361 -0.2816
C -0.5534 -0.7629 -0.6116
C -1.0546 -1.3094 0.7215
N -1.6086 -0.0554 1.2473
N -2.1187 0.5995 0.2825
N -1.5696 0.1824 -0.8623
H 2.8751 -0.0532 0.4578
H 1.8768 -1.5554 0.6326
H 0.6200 1.7911 -1.3344
H 0.1559 2.2123 0.3147
H 1.8632 2.0388 -0.1208
H -0.3023 -1.4278 -1.4335
H -1.7978 -2.1134 0.6566
H -0.3012 -1.6577 1.4258
H -1.6453 0.7676 -1.6783

Atomic forces in eV per Å
-0.109 -0.179 -0.542
-0.603 -1.587 -2.747
-0.119 0.038 0.150
2.404 1.346 2.960
0.841 -0.078 -0.389
-2.817 -0.046 -0.070
1.929 0.356 1.307
-1.125 -0.728 -1.283
-0.009 0.368 0.622
-0.184 -0.188 0.045
-0.073 -0.046 -0.017
-0.056 0.106 -0.044
0.007 0.002 0.110
0.204 0.259 0.129
-0.432 0.354 -0.057
0.216 0.011 -0.397
-0.075 0.011 0.224

HOMO level = -8.8 eV
M = 111.148 g mol⁻¹
LUMO energy = 0.8 eV
ΔE to the lowest compared entry with this formula, charge and spin = 88.4 kcal per mole

=====

Entry 2:
ORCA calculation (the ωB97M-V functional and the def2-TZVPD basis) on one molecule with the formula C5H9N3O.

Positions of all 18 atoms, in Å:
C 3.1261 0.5026 -0.1034
C 1.4573 -1.3306 -0.1620
C 4.3801 0.9085 0.3742
C -2.6857 -1.1941 -0.4792
C -1.9412 -0.4702 0.6871
N 2.0780 -0.1312 -0.0684
N 0.1150 -1.3031 0.0457
N -0.5625 -0.2004 0.2152
O 2.1196 -2.3670 -0.4409
H 4.2119 1.4453 1.3093
H 5.0714 1.4622 -0.2062
H 4.7996 -0.0704 0.6656
H -3.6626 -1.7110 -0.1731
H -2.8673 -0.4922 -1.2596
H -1.9274 -1.9541 -0.8827
H -2.4736 0.4394 0.8908
H -1.9681 -1.2087 1.5694
H -0.2190 -2.2460 -0.0639

Atomic forces in eV per Å
-3.852 -0.907 -2.307
2.698 -0.916 -0.365
0.471 -1.119 2.623
0.450 -1.769 0.768
0.154 -2.438 -0.664
2.422 1.241 0.336
0.635 -0.653 -0.123
-1.440 0.845 1.016
-1.668 1.376 0.363
0.159 0.114 0.233
0.212 0.467 -1.070
0.586 0.309 0.081
1.502 0.739 -0.395
-0.280 0.454 -0.680
-1.651 0.735 0.328
0.242 0.496 0.449
0.261 1.332 -0.871
-0.899 -0.304 0.278

HOMO level (spin up / spin down) = -6.5 / -7.8 eV
M = 127.147 g mol⁻¹
LUMO energy (spin up / spin down) = 0.2 / 0.4 eV
ΔE to the lowest compared entry with this formula, charge and spin = 128.9 kcal per mole

=====

Entry 3:
ORCA calculation (the ωB97M-V functional and the def2-TZVPD basis) on C5H9N3O as an isolated structure.

Positions of all 18 atoms, in Å:
C -0.3620 0.7617 -0.3444
C -1.5479 1.2502 0.4076
C -0.1520 -1.1663 -0.1192
C 0.9756 1.0922 0.1637
N -0.0719 -1.9245 -1.2425
C 1.7785 -0.1887 0.0602
N -0.6244 -1.5317 1.0091
N 1.3928 2.1070 0.8262
O 2.3119 -0.4776 -1.0289
H -0.4064 0.7470 -1.4317
H 0.6414 -1.6246 -1.9043
H -0.1784 -2.9259 -1.1498
H -1.0138 -2.4766 0.9842
H 0.7095 2.8709 0.7944
H 2.0774 -0.5679 1.0516
H -1.5695 0.7076 1.3697
H -1.4771 2.3112 0.6672
H -2.4836 1.0362 -0.1131

Atomic forces in eV per Å
0.765 -3.071 -0.617
-0.344 -0.496 0.769
-3.244 1.445 0.917
0.491 0.656 1.426
0.363 0.506 -0.927
2.954 2.189 -1.638
-0.082 0.538 -0.581
-0.238 -0.997 -1.119
-1.058 -0.067 2.129
-0.086 0.175 -0.035
-0.259 -0.240 0.140
0.153 0.144 0.120
0.589 -0.206 0.203
0.012 -0.233 0.187
-0.109 -0.665 -0.331
-0.036 0.184 -0.334
0.001 -0.047 -0.324
0.131 0.186 0.016

HOMO level = -9.6 eV
M = 127.147 g mol⁻¹
LUMO energy = -0.3 eV
ΔE to the lowest compared entry with this formula, charge and spin = 87.8 kcal per mole

=====

Entry 4:
ORCA calculation (the ωB97M-V functional and the def2-TZVPD basis) on one molecule with the formula C5H9N3O.

Positions of all 18 atoms, in Å:
C -0.6637 -1.0934 -1.2504
C -0.4542 -0.2994 0.0105
C -0.8039 -1.0954 1.2906
N -1.2943 0.9610 -0.0404
C -0.4623 1.9447 -0.1241
C 1.0158 1.6674 0.0302
N 0.9614 0.1742 -0.1198
N 1.8116 -0.7816 0.0168
O 3.0011 -0.5898 -0.0519
H -1.7224 -1.4079 -1.3197
H -0.0385 -2.0182 -1.0680
H -0.2653 -0.5717 -2.1247
H -0.6854 -0.5116 2.2186
H -0.4439 -2.1353 1.4094
H -1.9473 -1.1396 1.0765
H -0.8874 2.9766 -0.2065
H 1.5423 2.1257 -0.8168
H 1.3365 1.7942 1.0697

Atomic forces in eV per Å
-0.200 -1.960 0.608
0.145 0.674 -0.030
-2.583 0.479 -0.839
2.588 0.140 -0.314
-1.893 -0.067 0.837
-0.445 -1.718 -0.767
-1.324 1.325 0.752
0.230 -1.478 -0.046
0.502 1.093 0.129
0.536 0.266 -0.366
-0.695 0.818 -0.608
-0.432 -0.063 0.113
0.156 -0.218 -0.453
0.179 0.816 -0.421
1.644 -0.307 0.970
0.632 -0.859 0.047
0.508 0.067 0.835
0.453 0.993 -0.448

HOMO level = -8.9 eV
M = 127.147 g mol⁻¹
LUMO energy = 0.8 eV
ΔE to the lowest compared entry with this formula, charge and spin = 90.4 kcal per mole

=====

Entry 5:
ORCA calculation (the ωB97M-V functional and the def2-TZVPD basis) on a 2-piece molecular cluster, C5H9N3O4 overall.

Positions of all 21 atoms, in Å:
C 2.7600 0.7223 -0.6535
C 1.3952 0.1497 -0.8500
N 1.0411 -0.9408 -1.5065
C -0.3086 -1.1966 -1.3152
C -0.8470 -0.1477 -0.5722
N -2.2253 0.0723 0.0250
O -2.8954 -0.9442 0.0978
O -2.5053 1.1857 0.3752
N 0.1879 0.7342 -0.3264
C 0.1183 2.0469 0.2854
H 3.0921 1.5219 -1.3708
H 3.5310 -0.0266 -0.8233
H 2.8548 1.2110 0.3324
H -0.8227 -2.0470 -1.7445
H 1.1807 2.3990 0.2518
H -0.2258 1.8588 1.3841
H -0.5953 2.7932 -0.1227
O 1.6857 -0.4774 1.9162
O 0.8390 -1.5033 1.3747
H 1.0849 -0.1073 2.5614
H 1.1755 -2.1964 0.7068

Atomic forces in eV per Å
0.540 1.262 -0.498
-3.616 0.548 -0.234
0.030 -0.641 0.452
0.158 1.574 0.441
0.355 -0.040 -0.251
2.356 -1.979 -1.368
-0.124 0.872 0.076
-0.604 0.476 0.330
1.176 -0.278 -0.950
0.354 -0.216 2.474
-0.927 -0.546 0.253
-0.251 -0.328 0.458
0.061 -0.706 -0.328
0.199 0.140 0.153
-1.221 0.155 0.285
0.798 0.758 -1.710
0.588 -0.849 -0.236
1.485 -0.916 -1.104
-1.948 -1.478 -0.025
-0.496 -0.157 0.305
1.087 2.349 1.476

HOMO level = -9.1 eV
M = 175.144 g mol⁻¹
LUMO energy = -0.1 eV
ΔE to the lowest compared entry with this formula, charge and spin = 122.9 kcal per mole

=====

Entry 6:
ORCA calculation (the ωB97M-V functional and the def2-TZVPD basis) on an isolated ion of composition C5H9N4 and charge +1.

Positions of all 18 atoms, in Å:
C 0.7110 2.1175 2.3535
C 0.9035 0.8231 1.8455
N 1.2542 -0.2084 1.4693
C 1.5524 -1.4000 0.9064
C 1.0852 -1.5350 -0.3541
N 0.1851 -0.5853 -0.7542
C -0.5515 -0.7117 -1.8712
N -0.6416 -1.7543 -2.6451
N -1.1680 0.3971 -2.2631
H 1.1884 2.1385 3.3411
H -0.3896 2.3047 2.2960
H 1.2313 2.8219 1.8610
H 2.2140 -2.1019 1.4457
H 1.4321 -2.3685 -0.9962
H -0.4655 -2.6720 -2.2440
H -1.1202 -1.5884 -3.5484
H -0.6714 1.3374 -2.3376
H -1.8001 0.2387 -3.0406

Atomic forces in eV per Å
-2.614 -1.110 2.158
1.546 -2.518 -0.992
-0.790 1.466 1.501
1.346 -1.235 0.027
-1.259 0.217 -0.880
-0.120 -0.836 -1.070
2.979 1.676 2.692
-0.907 -1.694 -1.435
-0.677 2.721 -1.738
-0.802 -0.093 0.269
0.899 0.280 0.638
1.668 2.426 -2.353
-0.458 0.788 -0.449
-0.308 0.344 0.468
-0.250 0.233 -0.682
0.596 -1.035 0.984
-0.870 -2.099 0.717
0.021 0.470 0.145

HOMO level = -11.9 eV
M = 125.155 g mol⁻¹
LUMO energy = -3.4 eV
ΔE to the lowest compared entry with this formula, charge and spin = 49.0 kcal per mole
Total charge = +1

=====

Entry 7:
ORCA calculation (the ωB97M-V functional and the def2-TZVPD basis) on a 2-piece molecular cluster, C5H9N4S overall.

Positions of all 19 atoms, in Å:
C -2.0470 -1.7862 -0.0222
C -2.1902 0.1410 1.4668
C -0.8408 -1.0398 0.1027
C 0.6566 2.4589 -0.7813
C 0.5216 -1.2471 -0.0837
N -1.0211 0.0264 0.9964
N 1.7785 -2.9633 -1.1420
N 1.1231 -2.2953 -0.4110
N 1.6468 1.8190 0.0628
S -3.3241 -1.1631 0.9557
H -2.3945 -2.5252 -0.7301
H -2.3971 0.8426 2.1610
H -0.2203 1.8710 -0.9076
H 0.3675 3.4912 -0.3917
H 1.0801 2.7271 -1.7516
H 1.1312 -0.4361 0.2793
H 2.1919 -3.8609 -0.8133
H 1.3597 1.8416 1.0944
H 2.5782 2.0980 -0.0846

Atomic forces in eV per Å
0.206 1.012 0.004
-0.236 -3.158 -1.843
-3.928 0.001 1.791
0.730 2.758 0.343
0.228 0.008 -0.260
0.830 0.008 -0.719
0.192 -0.295 -1.253
0.954 -1.328 -0.216
-2.019 -1.555 2.224
1.999 0.993 -0.522
0.671 -0.410 0.057
-1.159 2.146 2.132
-0.690 -0.518 -0.090
-0.010 -1.246 -0.230
0.035 -0.537 -0.058
0.729 0.704 0.060
-0.429 0.573 0.717
0.887 0.220 -2.167
1.010 0.625 0.031

HOMO level = -12.3 eV
M = 157.222 g mol⁻¹
LUMO energy = -5.3 eV
ΔE to the lowest compared entry with this formula, charge and spin = 81.9 kcal per mole
Total charge = +1

=====

Entry 8:
ORCA calculation (the ωB97M-V functional and the def2-TZVPD basis) on a 2-piece molecular cluster, C5H9N6OS overall.

Positions of all 22 atoms, in Å:
C -2.1594 -1.5547 -2.0991
C -1.2457 -0.4761 -0.3883
C -0.4186 -0.5001 -1.5376
C -0.5956 -0.0059 0.8172
C 1.1614 0.6141 -0.4906
N -1.0236 -1.1364 -2.5121
N -2.4152 -1.1636 -0.7873
N 0.6899 0.3741 0.6686
N 0.7852 0.0451 -1.6503
N 2.3156 1.4832 -0.6108
N 0.4505 0.5629 3.5746
O -1.1830 -0.0350 1.9397
S 1.6820 0.1232 -3.2773
H -2.8520 -1.9231 -2.8196
H -3.2147 -1.2302 -0.1686
H 1.0769 0.8735 2.9376
H 2.9706 1.1519 -1.2462
H 2.7418 1.9309 0.2220
H -0.3041 0.1472 2.9155
H 0.0096 1.3547 3.9768
H 0.8383 -0.0778 4.3743
H 0.6901 -0.5581 -3.8384

Atomic forces in eV per Å
-1.795 0.996 1.695
1.371 0.009 -1.098
-2.689 -0.913 1.411
-2.274 -1.479 -0.088
5.606 2.141 -1.531
1.189 -0.567 -2.376
1.711 0.495 -0.218
-1.355 1.075 1.802
1.430 1.032 -0.741
-2.683 -0.651 1.811
-0.390 -2.577 5.120
0.001 -0.273 -1.191
-0.674 0.337 2.066
-0.759 -0.667 0.292
-0.019 -0.361 -0.537
3.229 1.008 -2.282
1.460 -0.368 -1.336
-0.878 -0.905 -0.754
-0.941 -0.610 -0.393
-0.449 0.946 0.779
-0.728 1.633 -2.221
-0.363 -0.301 -0.211

HOMO level = -12.1 eV
M = 201.235 g mol⁻¹
LUMO energy = -3.2 eV
ΔE to the lowest compared entry with this formula, charge and spin = 12.3 kcal per mole
Total charge = +1